The following is a quantum chemistry calculation of a structure of composition C37H31F6GeI2N2OPtSb, from the Open Molecules 2025 dataset.

E_HOMO (spin up / spin down) = -7.257 / -7.258 eV
Gap between HOMO and LUMO (spin up / spin down) = 2.95 / 2.95 eV

Structure (ORCA input):
```
! RIJCOSX wB97M-V def2-TZVPD def2/J DEFGRID3
* xyz 0 1
Pt 0.6546 0.5338 0.9791
I -6.5627 0.2153 2.3025
C -4.5456 0.7412 2.3752
C -4.1768 2.0769 2.3906
C -2.8305 2.3972 2.3641
I -2.2193 4.3918 2.4447
C -1.8236 1.4231 2.2972
O -0.5542 1.7747 2.0902
C -2.2305 0.0947 2.4952
C -1.2215 -0.9141 2.9518
N -0.2427 -1.3478 1.9466
C 0.8297 -2.1605 2.5311
C 1.9459 -1.3008 3.0811
C 2.9972 -1.8312 3.8160
C 3.9785 -0.9800 4.2882
C 3.8697 0.3857 4.0498
C 2.7944 0.8371 3.3144
N 1.8646 0.0051 2.8321
C -3.5810 -0.2412 2.4808
H -4.9230 2.8599 2.4157
H -0.6633 -0.4810 3.7850
H -1.7604 -1.7852 3.3356
H -0.6911 -1.8807 1.1783
H 0.4408 -2.7798 3.3441
H 1.2070 -2.8421 1.7681
H 3.0435 -2.8987 3.9959
H 4.8198 -1.3745 4.8460
H 4.6105 1.0832 4.4172
H 2.6434 1.8916 3.1125
H -3.8750 -1.2804 2.5799
C 0.3659 3.5341 -0.8657
Ge -0.1919 1.6612 -1.0237
C 0.3773 1.1107 -2.8182
C 1.3729 0.1820 -3.1107
C 1.7484 -0.0744 -4.4258
C 1.1323 0.6085 -5.4623
C 0.1327 1.5340 -5.1867
C -0.2486 1.7795 -3.8740
C -2.1473 1.6828 -1.0394
C -2.7719 2.8807 -0.8208
C -4.1845 2.9923 -0.7882
C -4.9549 1.8842 -0.9546
C -4.3574 0.6287 -1.2451
C -5.1504 -0.5110 -1.5265
C -4.5737 -1.6904 -1.8957
C -3.1676 -1.7933 -1.9761
C -2.3788 -0.7259 -1.6602
C -2.9437 0.5236 -1.2976
H -0.0782 4.0958 -1.6905
H 1.4530 3.6046 -0.9530
H 0.0647 3.9777 0.0844
H 1.8617 -0.3662 -2.3194
H 2.5126 -0.8153 -4.6290
H 1.4217 0.4135 -6.4878
H -0.3530 2.0664 -5.9956
H -1.0391 2.4952 -3.6709
H -2.1794 3.7758 -0.6769
H -4.6400 3.9602 -0.6113
H -6.0369 1.9476 -0.8955
H -6.2294 -0.4178 -1.4660
H -5.1898 -2.5454 -2.1457
H -2.7123 -2.7234 -2.2955
H -1.2995 -0.8272 -1.7179
F 1.4315 -1.7746 -0.3277
Sb 0.3384 -3.9111 -1.7685
F 1.8395 -3.0358 -2.5186
F -0.4936 -3.3969 -3.4143
F 0.7083 -5.5530 -2.5783
F -0.8347 -3.3069 0.0068
F 1.5650 -4.4172 -0.3807
C 1.8729 -0.5735 -0.0234
C 3.3179 -0.5367 -0.0369
C 4.0625 -1.6925 -0.3162
C 5.4375 -1.6606 -0.1892
C 6.0756 -0.4851 0.1920
C 5.3457 0.6814 0.3992
C 3.9718 0.6593 0.2700
H 3.5430 -2.5956 -0.6235
H 6.0181 -2.5499 -0.3983
H 7.1526 -0.4711 0.3034
H 5.8581 1.6000 0.6540
H 3.3764 1.5576 0.3831
*
```

***

The following is a quantum chemistry calculation of a structure of composition C37H32BrMnN3O8S2, from the Open Molecules 2025 dataset.

E_HOMO (spin up / spin down) = -10.337 / -10.388 eV
<S²> = 6.052
Gap between HOMO and LUMO (spin up / spin down) = 6.19 / 7.46 eV

Structure (ORCA input):
```
! RIJCOSX wB97M-V def2-TZVPD def2/J DEFGRID3
* xyz 1 5
Mn -0.9716 -0.5198 -0.4692
O 2.4904 -3.7390 4.3160
C 1.2995 -3.4543 4.2597
O 0.2904 -4.0434 4.7364
C 0.9132 -2.3007 3.3229
C -0.2692 -1.5913 3.5133
C -0.7492 -0.7936 2.4976
N -0.1072 -0.7050 1.3237
C 1.0874 -1.3083 1.1715
C 1.6468 -2.0849 2.1595
C 1.6763 -1.0980 -0.1997
O 2.7906 -1.4030 -0.5075
O 0.7998 -0.5202 -1.0305
H -0.8339 -1.7379 4.4238
H -1.6873 -0.2583 2.5790
H 2.6042 -2.5703 2.0181
O -1.6073 -0.2361 -2.2907
S -0.6135 -0.0753 -3.4628
C -0.0101 1.6337 -3.3885
C -0.9878 2.7709 -3.6521
C -1.9301 3.1464 -2.5045
C -1.2228 3.8797 -1.3509
S -1.2424 2.9929 0.2271
O -1.3252 1.5440 -0.2066
C -2.8477 3.3742 0.8800
C -3.9450 3.7377 0.1087
C -5.1753 3.9032 0.7243
C -5.3052 3.7028 2.0941
C -4.2032 3.3487 2.8597
C -2.9660 3.1888 2.2529
C -1.6788 -0.0017 -4.8750
C -1.0711 -0.0839 -6.1209
C -1.8623 -0.0087 -7.2563
C -3.2391 0.1267 -7.1344
C -3.8320 0.1838 -5.8803
C -3.0514 0.1230 -4.7348
H 0.7891 1.6305 -4.1348
H 0.4752 1.6758 -2.4109
H -1.5807 2.5365 -4.5374
H -0.3897 3.6457 -3.9221
H -2.4283 2.2487 -2.1330
H -2.7032 3.8008 -2.9094
H -1.6223 4.8754 -1.1544
H -0.1566 4.0012 -1.5525
H -3.8529 3.8936 -0.9592
H -6.0348 4.1939 0.1354
H -6.2687 3.8365 2.5673
H -4.3019 3.2107 3.9278
H -2.0945 2.9298 2.8429
H 0.0010 -0.2167 -6.2070
H -1.4053 -0.0705 -8.2344
H -3.8540 0.1744 -8.0229
H -4.9063 0.2715 -5.7923
H -3.4943 0.1528 -3.7491
C -4.1014 0.0491 0.2729
O -2.9741 -0.8292 0.2537
C -2.9912 -1.9663 1.0601
C -3.8001 -2.1518 2.1494
C -3.5580 -3.2627 2.9657
Br -4.6666 -3.5474 4.4655
C -2.5060 -4.1144 2.7098
C -1.7018 -3.9138 1.5799
C -1.9560 -2.8533 0.6957
O -1.2404 -2.5669 -0.3628
C -0.4832 -4.6843 1.3905
N 0.1321 -4.8538 0.2136
C 1.3486 -5.4890 0.4214
C 2.3886 -5.8166 -0.4419
C 3.5070 -6.3782 0.1375
C 3.5930 -6.5965 1.5227
C 2.5594 -6.2751 2.3768
C 1.4244 -5.7272 1.7897
N 0.2493 -5.2354 2.3553
H -4.1859 0.5510 1.2395
H -5.0053 -0.5212 0.0606
H -3.9230 0.7857 -0.5035
H -4.5942 -1.4612 2.3978
H -2.2953 -4.9284 3.3902
H -0.2008 -4.3879 -0.6175
H 2.3307 -5.6259 -1.5046
H 4.3473 -6.6458 -0.4883
H 4.5028 -7.0143 1.9308
H 2.6385 -6.3865 3.4482
H 0.1696 -4.9495 3.3652
*
```

***

The following is a quantum chemistry calculation of a structure of composition C37H32N6O2S2Ta, from the Open Molecules 2025 dataset.

E_HOMO = -10.436 eV
Gap between HOMO and LUMO = 6.86 eV

Structure (ORCA input):
```
! RIJCOSX wB97M-V def2-TZVPD def2/J DEFGRID3
* xyz 1 1
Ta -0.4107 -0.5905 0.9343
C -2.7305 2.1513 -1.8361
C -3.9400 2.3574 -1.1785
C -4.2533 1.5495 -0.1145
C -3.3563 0.5623 0.3055
N -2.1281 0.4441 -0.2560
C -1.8655 1.2084 -1.3458
N -3.8588 -0.3081 1.2606
C -3.2978 -1.4289 1.4974
N -2.0471 -1.8577 1.0487
C -1.8954 -3.2009 1.3715
N -0.9645 -3.9851 0.9764
C -0.0327 -3.6016 0.0335
C 0.6628 -4.6465 -0.5818
C 1.5676 -4.3823 -1.5788
C 1.7750 -3.0616 -1.9720
C 1.0905 -2.0682 -1.3259
N 0.2056 -2.3145 -0.3238
C -3.0417 -3.6094 2.1988
C -3.3424 -4.8214 2.7903
C -4.5398 -4.8998 3.4901
C -5.4058 -3.8072 3.5688
C -5.1042 -2.5996 2.9516
C -3.9002 -2.5240 2.2779
H -2.4524 2.7198 -2.7106
H -4.6337 3.1170 -1.5151
H -5.1978 1.6130 0.4048
H -0.9136 1.0467 -1.8291
H 0.4474 -5.6495 -0.2457
H 2.1091 -5.1905 -2.0530
H 2.4777 -2.8052 -2.7503
H 1.2457 -1.0296 -1.5829
H -2.6691 -5.6642 2.7110
H -4.8118 -5.8246 3.9818
H -6.3314 -3.9089 4.1199
H -5.7743 -1.7518 2.9969
C 0.6406 0.4504 5.3592
C 0.7004 -0.1492 3.9787
S -0.7939 -0.6998 3.2830
C 1.8476 -0.3623 3.2976
C 3.2048 0.0057 3.8213
S 1.8041 -1.1478 1.7404
H -0.3793 0.4544 5.7386
H 0.9948 1.4829 5.3502
H 1.2593 -0.1094 6.0625
H 3.2072 0.0715 4.9082
H 3.5202 0.9742 3.4251
H 3.9496 -0.7300 3.5183
C 1.5309 -0.4089 -5.6035
C 1.2933 0.7332 -4.6503
C 0.2526 1.6240 -4.8990
C 0.0314 2.7087 -4.0650
C 0.8373 2.9104 -2.9579
C 1.8735 2.0205 -2.6960
N 2.7572 2.2330 -1.6081
C 2.4721 3.1104 -0.5653
C 3.2968 4.2210 -0.3637
C 3.0565 5.1164 0.6587
C 1.9696 4.9450 1.5150
C 1.1658 3.8403 1.3552
C 1.4082 2.9067 0.3357
C 0.6489 1.6675 0.3896
O 0.7368 0.7057 -0.4408
O -0.1351 1.4213 1.3868
C 2.1142 0.9257 -3.5324
C 3.2732 0.0158 -3.2282
H 0.8224 -0.3721 -6.4287
H 1.4163 -1.3804 -5.1168
H 2.5376 -0.3757 -6.0244
H -0.3719 1.4783 -5.7719
H -0.7515 3.4193 -4.3015
H 0.6936 3.7748 -2.3206
H 3.7258 2.2656 -1.8898
H 4.1205 4.3854 -1.0480
H 3.7102 5.9713 0.7782
H 1.7715 5.6579 2.3028
H 0.3422 3.6562 2.0315
H 3.3346 -0.1917 -2.1570
H 4.2280 0.4637 -3.5226
H 3.1992 -0.9271 -3.7654
*
```

***

The following is a quantum chemistry calculation of a structure of composition C37H32N7O2PdTe, from the Open Molecules 2025 dataset.

E_HOMO = -2.602 eV
Gap between HOMO and LUMO = 5.06 eV

Structure (ORCA input):
```
! RIJCOSX wB97M-V def2-TZVPD def2/J DEFGRID3
* xyz -1 1
Pd 0.5524 -0.8527 -2.1125
N 3.1244 -2.3650 -0.9422
C 2.4193 -3.4075 -1.4057
N 2.9410 -4.6336 -1.4714
C 2.1323 -5.5435 -2.0219
N 2.6705 -6.7861 -2.2191
N 0.8794 -5.3581 -2.4166
C 0.4299 -4.1008 -2.2571
N 1.1815 -3.1059 -1.8086
C -0.9633 -3.7500 -2.4727
C -1.9732 -4.7161 -2.4619
C -3.2881 -4.3113 -2.5124
C -3.5606 -2.9447 -2.5743
C -2.4964 -2.0597 -2.6215
N -1.2261 -2.4313 -2.5917
H 3.9538 -2.5428 -0.4027
H 2.5087 -1.5766 -0.7106
H 3.4978 -6.9942 -1.6863
H 2.0024 -7.5273 -2.3422
H -1.6977 -5.7575 -2.3977
H -4.0897 -5.0372 -2.4976
H -4.5780 -2.5804 -2.5934
H -2.6719 -0.9923 -2.6889
C -1.0993 3.0187 4.1790
C -0.8184 1.9885 3.1230
C -0.4611 0.6941 3.4529
C -0.0759 -0.2283 2.4892
C 0.1766 -1.6203 2.8403
O 0.9891 -2.3531 2.2940
C -0.6797 -2.1827 3.9422
C -0.1628 -3.2322 4.6973
C -0.9002 -3.7973 5.7197
C -2.1732 -3.3261 5.9948
C -2.7100 -2.3062 5.2271
C -1.9765 -1.7429 4.1975
C 0.0461 0.1617 1.0939
O 0.6591 -0.5501 0.2837
C -0.5664 1.4433 0.7575
C -0.9152 2.3169 1.7753
C -0.7888 1.8743 -0.6144
N -0.8941 1.0526 -1.5964
C -1.1855 1.5264 -2.9366
C 0.0071 2.1050 -3.6877
Te 1.7250 0.7364 -3.6466
C 2.7069 1.9979 -2.2026
C 2.7963 1.5744 -0.8862
C 3.4182 2.3680 0.0636
C 3.9523 3.5933 -0.3029
C 3.8290 4.0369 -1.6109
C 3.2130 3.2403 -2.5619
C -0.9040 3.3561 -0.8127
C 0.2597 4.1123 -0.7222
C 0.2444 5.4739 -0.9578
C -0.9403 6.1089 -1.2922
C -2.1094 5.3700 -1.3585
C -2.0951 4.0055 -1.1200
H -1.1605 2.5574 5.1631
H -2.0332 3.5442 3.9784
H -0.2993 3.7617 4.2013
H -0.4497 0.4091 4.4987
H 0.8294 -3.5907 4.4618
H -0.4870 -4.6072 6.3051
H -2.7506 -3.7653 6.7973
H -3.7100 -1.9502 5.4340
H -2.4109 -0.9628 3.5885
H -1.3012 3.2936 1.5099
H -1.9799 2.2915 -2.9313
H -1.5370 0.6505 -3.4986
H 0.3363 3.0496 -3.2541
H -0.2772 2.2632 -4.7280
H 2.3307 0.6355 -0.6002
H 3.4710 2.0335 1.0913
H 4.4578 4.2067 0.4318
H 4.2164 5.0092 -1.8902
H 3.1158 3.5937 -3.5822
H 1.1769 3.6123 -0.4565
H 1.1657 6.0344 -0.8864
H -0.9583 7.1747 -1.4838
H -3.0400 5.8636 -1.6062
H -3.0238 3.4523 -1.1550
*
```

***

Ordered molar mass results: 1276.9, 845.7, 837.8, 840.7; unit g/mol.
Ordered F_max results: 3.50, 0.53, 0.43, 1.92; unit eV/Å.
Ordered energy above the lowest of the compared OMol25 structures with the same formula, charge and spin results: 89.7, 0.0, 0.0, 21.3; unit kcal/mol.